Entry from OMol25: a cluster of 2 separate species, C22H23N3O3 in total (ωB97M-V/def2-TZVPD).

```
51
Properties=species:S:1:pos:R:3:forces:R:3
O -3.746768 5.303714 -3.664737 2.274 -0.037 0.871
O 0.827187 -5.769483 3.038769 0.392 0.481 -0.236
O -1.726212 6.112640 -3.954695 -1.367 -1.461 1.349
N 1.956359 2.034928 1.303030 -2.829 -0.480 -1.281
N 0.171209 -3.183772 2.093922 -0.270 -0.210 0.276
N -2.535569 5.377135 -3.337449 -1.089 1.930 -2.510
C 0.347013 0.255245 -2.681856 -0.148 -0.275 0.230
C 1.549533 -3.678595 1.971736 -0.065 -0.185 -0.231
C -2.059286 4.591046 -2.249431 0.674 -1.408 1.189
C 2.293029 0.264291 -1.233244 -0.211 -0.422 0.084
C -1.377503 1.192059 1.674050 0.290 0.328 0.618
C 1.814012 -4.737560 3.035635 -0.351 -0.096 0.238
C 0.856307 1.884458 0.893274 3.010 0.955 2.123
C -2.941796 3.726930 -1.568697 0.471 0.400 -0.308
C -0.245433 -2.082795 1.444137 0.976 0.743 -1.536
C 3.103743 0.590159 -2.313911 -0.377 0.160 -0.586
C -0.501141 1.699444 0.530743 0.251 -0.671 0.779
C -0.526327 -5.346158 3.112121 -0.195 -0.532 -0.114
C -2.446156 2.853507 -0.610373 0.544 -0.006 0.126
C 0.070394 -0.278574 -0.249571 -2.133 0.696 -1.459
C -0.686215 4.591166 -1.928395 -0.849 -0.204 -0.132
C -0.729113 -3.841276 3.063314 0.656 0.373 0.173
C -1.045580 2.758213 -0.328589 -0.485 0.212 -1.261
C 0.559085 -1.312860 0.578610 -0.004 -1.099 2.050
C 2.548082 0.737750 -3.596464 -0.990 -0.199 0.716
C 0.899249 0.098704 -1.399579 0.757 0.140 -0.501
C 1.156049 0.551197 -3.773605 0.891 0.203 0.424
C -0.194818 3.691543 -0.989715 -0.377 0.028 0.152
H -1.022502 -0.280298 -0.436155 0.829 -0.390 -0.172
H -0.919430 -5.746019 4.059317 -0.203 0.240 -0.259
H 0.860806 3.765359 -0.728851 -0.221 -0.326 -0.108
H 2.262212 -2.848443 2.095729 -0.176 -0.189 0.018
H -2.455502 1.226345 1.443742 0.561 -0.039 0.046
H 0.716522 0.653182 -4.756165 0.016 -0.030 -0.036
H -0.042469 5.277519 -2.463779 0.044 -0.075 0.154
H 2.747385 0.076701 -0.249942 -0.264 0.344 -0.543
H 1.634024 -1.569097 0.515445 -0.857 0.284 0.054
H -3.161679 2.244543 -0.052782 0.303 0.105 -0.384
H 4.168502 0.747669 -2.165820 -0.139 -0.102 -0.015
H -1.189515 1.825203 2.576496 -0.322 -0.547 -0.540
H -1.312965 -1.854495 1.544028 0.409 -0.127 -0.002
H -0.543022 -3.437787 4.072729 -0.126 0.083 -0.296
H -1.757933 -3.613430 2.772191 0.127 -0.055 0.163
H -1.063849 -5.830473 2.281855 0.158 0.120 0.198
H 1.717726 -4.122231 0.967344 -0.245 0.322 0.389
H 1.885176 -4.244414 4.026744 0.021 -0.328 -0.298
H 2.740720 -5.274215 2.813770 -0.022 0.359 0.155
H -1.102647 0.150305 1.922804 -0.149 0.645 0.113
H -0.723464 0.037182 -2.817207 0.500 0.331 0.012
H 3.167837 0.989036 -4.442884 0.083 0.010 -0.057
H -3.995267 3.744801 -1.837639 0.228 0.006 0.167
```
Positions in Å, forces in eV/Å.

Calculated values
2S+1   1
DFT total energy   -1241.90452 Eh
ΔE to the lowest compared entry with this formula, charge and spin   888.4 kJ/mol
Gap between HOMO and LUMO   6.24 eV
HOMO energy   -7.359 eV
Largest force on an atom   3.8 eV/A